Entry from OMol25: 21 unconnected molecules or ions with the total composition C47H142N20O29 at a distorted geometry (ωB97M-V/def2-TZVPD).

```
238
C47H142N20O29 | OMol25 | ωB97M-V/def2-TZVPD
C 15.5279 17.1085 18.0289
O 15.1133 17.0901 19.2641
N 15.9965 18.2372 17.4907
N 15.3815 16.0848 17.1492
H 16.2373 18.9758 18.1325
H 16.4991 18.1557 16.6135
H 15.7706 16.1797 16.1882
H 14.9932 15.1960 17.4472
C 20.9681 16.2835 16.5532
O 20.2712 16.0873 15.5763
N 21.5060 17.5526 16.8746
N 20.9991 15.3552 17.5653
H 22.0769 17.8707 16.0968
H 22.0915 17.6119 17.7191
H 20.8614 14.4085 17.1738
H 21.6619 15.4278 18.2943
C 19.7223 11.9798 16.2757
O 20.8771 12.4441 16.1497
N 18.6182 12.7263 16.0270
N 19.4292 10.7759 16.7659
H 18.7489 13.6325 15.6853
H 17.6952 12.2376 15.9485
H 20.1747 10.1279 16.7988
H 18.5556 10.2444 16.6375
C 17.8339 20.9545 18.3076
O 17.6598 21.8411 17.4529
N 18.7207 19.9155 18.1038
N 17.0371 21.0123 19.4169
H 19.2600 20.1684 17.2647
H 18.9617 19.2603 18.8157
H 16.2426 21.6242 19.2820
H 16.7110 20.2097 19.8749
C 11.1850 16.2686 18.1428
O 11.4540 15.3386 18.9142
N 12.0683 17.2139 17.8612
N 9.9159 16.3046 17.5887
H 12.9827 17.1876 18.3930
H 11.9362 17.7954 17.0431
H 9.4075 15.4532 17.6267
H 9.4795 17.0926 17.1794
C 23.1165 15.5353 20.8894
O 22.4393 16.1623 20.1298
N 24.4867 15.3794 20.7175
N 22.6709 14.9155 22.0049
H 24.8737 14.6595 21.3051
H 24.7103 15.2459 19.7089
H 23.2449 14.3114 22.6023
H 21.7617 15.1581 22.3463
C 14.1095 12.8382 18.8249
O 14.4522 11.6687 18.6903
N 13.4719 13.5873 17.9351
N 14.4400 13.5949 19.8928
H 12.7827 14.2251 18.2641
H 13.1469 13.1520 17.0922
H 14.8616 13.0832 20.6759
H 14.4824 14.5718 19.9181
C 13.5407 17.7299 12.5756
C 14.5273 18.6989 12.0030
O 15.8504 18.2650 11.9705
O 13.5845 17.7534 14.0110
H 13.6407 16.6748 12.3379
H 12.5751 18.1464 12.1296
H 14.4082 19.6349 12.5298
H 14.0746 18.8942 10.9467
H 16.3694 18.9786 12.5055
H 13.5089 16.8469 14.3076
C 11.4977 20.2671 15.4529
C 12.8191 20.6940 15.9570
O 13.8628 20.4023 15.0250
O 11.3512 18.9093 15.2918
H 11.3902 20.7135 14.4518
H 10.6743 20.5862 16.0285
H 12.9407 20.3557 17.0663
H 12.8224 21.7739 15.9590
H 14.1533 19.5112 15.1922
H 12.0760 18.4880 14.8041
C 17.2974 23.6868 13.2339
C 18.5022 23.2331 12.4167
O 19.2414 22.1647 12.9960
O 16.6460 24.5919 12.3942
H 17.4936 24.0949 14.1910
H 16.5995 22.8534 13.2782
H 19.1700 24.0938 12.1459
H 18.0736 22.7951 11.4661
H 19.3286 22.3384 13.9657
H 15.9493 24.1506 11.8735
C 19.6358 16.0479 20.8378
C 18.1855 16.1513 20.4142
O 17.5666 17.3943 20.6713
O 19.8489 15.8374 22.2685
H 20.3219 16.8187 20.4789
H 19.9140 15.1184 20.3902
H 17.6668 15.3910 21.0564
H 17.9709 15.8684 19.3633
H 16.6059 17.2843 20.4314
H 19.2270 16.3981 22.6839
C 21.6535 21.5645 9.6788
C 22.0350 21.2515 11.1418
O 21.0854 20.6077 11.8569
O 21.2026 20.4619 8.8280
H 22.5390 21.9841 9.1767
H 20.8767 22.4034 9.6293
H 22.2947 22.2912 11.4377
H 22.9907 20.6493 11.2589
H 20.3791 21.2048 12.1469
H 20.3602 20.2510 9.2904
C 12.6234 21.5642 11.0978
C 13.4586 22.3540 12.0814
O 14.6881 22.8343 11.5022
O 12.3783 22.4137 9.9282
H 11.5884 21.3491 11.4911
H 13.1093 20.6427 10.7391
H 13.6452 21.8224 13.0282
H 12.9141 23.2496 12.3210
H 15.0203 22.1084 10.9402
H 13.2766 22.7039 9.6766
C 17.5927 19.6576 14.7387
C 17.7243 18.1029 14.8827
O 16.5188 17.3335 14.7286
O 17.3237 20.0457 13.3506
H 18.3285 20.2566 15.2110
H 16.6165 19.8494 15.2618
H 18.1035 17.8720 15.8872
H 18.4990 17.7199 14.2294
H 16.1476 17.6363 13.8468
H 18.0287 20.6955 13.1099
C 20.8432 22.6817 16.0067
C 21.4903 21.4096 15.6437
O 20.6002 20.2844 15.8659
O 19.5157 22.8050 15.4858
H 21.3441 23.5313 15.6067
H 20.6586 22.7664 17.0997
H 22.4678 21.3034 16.0960
H 21.8009 21.4495 14.5509
H 20.9221 19.4934 15.3999
H 18.9270 22.4837 16.1853
C 17.3221 8.5205 20.7355
C 16.7182 9.6688 19.8926
C 17.8487 10.7380 19.5656
O 18.0814 11.5252 20.6882
C 19.1201 12.4315 20.4967
N 16.2376 9.1718 18.6583
H 16.5256 7.8043 20.9389
H 17.6879 8.9429 21.7413
H 18.1320 7.9987 20.1995
H 15.9592 10.1673 20.4983
H 17.6051 11.3537 18.7000
H 18.7851 10.1973 19.3395
H 19.6764 12.2916 19.5692
H 19.6513 12.3718 21.4076
H 18.5825 13.4131 20.4439
H 15.8534 8.2368 18.7203
H 15.6085 9.8790 18.2273
C 14.4708 10.0899 14.2741
C 15.7136 10.9349 14.6836
C 15.4446 12.4085 14.2505
O 14.9740 12.6594 12.9947
C 15.8076 12.3762 11.9261
N 16.0957 10.9336 16.0743
H 13.5627 10.6244 14.5029
H 14.5659 9.1438 14.7058
H 14.5133 10.0501 13.1700
H 16.5363 10.4513 14.1990
H 16.3509 12.9859 14.3714
H 14.7908 12.8257 14.9736
H 16.8626 12.5037 12.1516
H 15.7049 13.0960 11.1554
H 15.5926 11.4384 11.5600
H 16.2952 9.9987 16.4432
H 15.4573 11.3938 16.7045
C 17.6777 19.6272 7.6349
C 17.5678 20.4732 8.9169
C 16.2741 20.1812 9.7063
O 15.0254 20.7756 9.3824
C 14.4397 20.3507 8.1067
N 18.6981 20.1587 9.8411
H 18.5861 19.9007 7.0685
H 16.8242 19.9598 7.0252
H 17.7226 18.5467 7.7529
H 17.5288 21.5012 8.5498
H 16.5257 20.4557 10.7440
H 16.1673 19.0945 9.8391
H 13.5815 21.0593 7.9646
H 14.0374 19.3116 8.0230
H 15.1520 20.4372 7.3118
H 18.4637 20.5103 10.7740
H 18.7448 19.1483 9.9800
C 22.7451 17.9061 11.6037
C 22.6447 18.0698 13.1670
C 23.3238 19.3346 13.6166
O 23.5471 19.4060 15.0576
C 24.5369 18.5862 15.5926
N 21.2511 18.0838 13.7260
H 23.7461 18.0991 11.1761
H 22.0387 18.4917 11.0198
H 22.5259 16.8247 11.3454
H 23.2101 17.1530 13.5860
H 22.6612 20.1401 13.3410
H 24.3975 19.4082 13.1654
H 25.4546 18.5945 14.9966
H 24.2169 17.5529 15.6066
H 24.7061 18.7348 16.6591
H 20.6831 17.3136 13.5160
H 20.8121 18.8986 13.2314
C 10.9684 14.9505 12.8168
C 11.7103 14.4161 14.1067
C 11.3651 12.9628 14.3930
O 11.9981 12.6456 15.5798
C 11.3687 11.7605 16.4894
N 13.1458 14.7016 13.9143
H 10.9957 16.0088 12.7280
H 9.9388 14.6550 12.8677
H 11.4649 14.4020 12.0630
H 11.3344 14.8889 14.9636
H 11.5152 12.2376 13.5851
H 10.2796 12.8246 14.5466
H 10.5447 12.2138 16.9807
H 12.1117 11.3078 17.1861
H 10.9753 10.8199 16.0530
H 13.5101 14.1242 13.1115
H 13.7166 14.5420 14.7679
C 18.5991 14.9533 13.0105
C 18.1968 15.7328 11.7126
C 19.2485 15.5625 10.6186
O 19.0995 16.5531 9.6139
C 20.2307 16.6305 8.7384
N 16.8845 15.3595 11.1892
H 19.6181 15.2486 13.3469
H 18.5284 13.8389 12.7830
H 17.8997 15.1929 13.7846
H 18.2740 16.8626 11.8491
H 19.1033 14.6231 10.1034
H 20.2455 15.6150 11.0638
H 20.5508 15.7324 8.2659
H 21.0133 17.0452 9.4137
H 19.9025 17.3313 7.9445
H 16.1661 15.5032 11.9336
H 16.6607 16.1846 10.6245
```

F_max = 0.0796 hartree/bohr
Total energy = -5153.0815 Ha